C39H42BrN4O2PPtS2 as an isolated structure at a distorted geometry, computed with wB97M-V/def2-TZVPD.

Element x y z (Å)
Pt  -0.81615  0.39839  -0.30872
C  2.79040  -3.63585  5.27343
C  1.22723  -3.69284  5.24257
C  0.81408  -5.14988  5.47034
C  0.62463  -2.80717  6.30432
C  0.80268  -3.23526  3.83031
C  -0.34984  -2.49415  3.63667
C  -0.75771  -1.97092  2.42832
Br  -2.43164  -1.17414  2.49031
C  0.13907  -1.97146  1.30772
O  -0.09264  -1.39203  0.17610
C  1.28008  -2.89888  1.40859
C  1.47573  -3.54715  2.60820
C  2.18420  -3.08914  0.23413
C  3.08497  -1.81514  -0.05859
C  3.11566  -4.33581  0.41716
C  1.49090  -3.45773  -1.13971
H  3.20763  -3.71375  6.29987
H  3.16835  -2.67431  4.83348
H  3.17869  -4.43238  4.56727
H  1.10168  -5.32049  6.52138
H  1.39638  -5.93783  4.92103
H  -0.25431  -5.35001  5.35352
H  0.93785  -3.16669  7.32207
H  -0.48901  -2.89121  6.25461
H  0.79194  -1.70506  6.29341
H  -1.07829  -2.45019  4.42066
H  2.21285  -4.35820  2.67791
H  3.67223  -1.55321  0.86936
H  2.46696  -0.98109  -0.35408
H  3.80666  -2.14871  -0.83675
H  3.68375  -4.22965  1.37602
H  3.91570  -4.40157  -0.38270
H  2.51624  -5.28115  0.36704
H  0.87253  -2.60166  -1.49775
H  0.85757  -4.38193  -1.14573
H  2.34288  -3.62201  -1.85992
S  -1.95135  6.40024  4.00326
N  -2.52799  6.00493  2.56128
C  -2.26139  4.73237  2.27891
C  -2.47844  4.05336  0.98609
C  -3.02926  4.60559  -0.17983
C  -2.91542  3.95483  -1.38247
C  -2.39215  2.66336  -1.39057
N  -1.80011  2.12389  -0.27880
C  -1.77177  2.84270  0.88264
C  -0.72000  2.36326  1.85852
N  0.10662  1.40905  1.35575
C  1.13001  1.03036  2.15243
C  1.45440  1.67814  3.36169
C  0.64594  2.64592  3.87287
C  -0.45845  3.01460  3.06011
C  -1.27987  4.18427  3.29478
N  -1.22394  4.92560  4.43274
H  -3.52337  5.56432  -0.07514
H  -3.33619  4.40803  -2.26888
H  -3.32208  1.66164  -3.01583
H  1.84814  0.31360  1.74190
H  2.30224  1.32117  3.87989
H  0.82683  3.11169  4.87934
C  3.78511  5.20212  -6.03900
C  2.53717  4.46834  -5.46983
O  2.38826  4.21299  -4.30547
S  1.37601  4.00393  -6.66231
C  0.24133  3.24124  -5.58094
C  0.66340  2.22089  -4.77625
C  -0.20627  1.64409  -3.84987
C  -1.47321  2.17370  -3.71926
C  -1.91361  3.20444  -4.62201
C  -1.06063  3.74684  -5.57520
C  -2.31856  1.70340  -2.55296
C  -1.80750  0.35585  -1.96943
H  4.70949  4.71862  -5.62999
H  3.73296  6.23712  -5.71253
H  3.80961  5.10704  -7.09255
H  1.69049  1.83393  -4.92876
H  0.06975  0.70283  -3.33554
H  -2.91083  3.59393  -4.50926
H  -1.25734  4.52526  -6.28765
C  -1.60591  -1.69075  -4.08615
P  -2.58094  -1.05056  -2.69131
C  -4.19814  -0.67388  -3.39538
C  -2.93881  -2.28197  -1.45954
H  -2.11278  -2.03034  -5.01442
H  -0.86113  -2.42838  -3.69722
H  -1.00780  -0.83119  -4.43934
H  -4.71572  -1.67029  -3.38988
H  -4.26747  -0.18420  -4.38595
H  -4.78885  -0.14193  -2.67323
H  -3.77038  -2.94333  -1.77386
H  -3.36190  -1.66848  -0.64859
H  -2.05813  -2.84393  -1.05886

Computed properties:
- highest occupied orbital energy (spin up / spin down) (eV) = -10.504 / -12.806
- multiplicity = 5
- E (a.u.) = -5711.1967
- total charge = +2

Population analysis type Löwdin, resulting atomic charges in e: number 1, Pt, carries 1.18; number 2, C, carries -0.04; number 3, C, carries -0.56; number 4, C, carries -0.03; number 5, C, carries -0.06; number 6, C, carries -0.09; number 7, C, carries -0.09; number 8, C, carries -0.58; number 9, Br, carries 0.88; number 10, C, carries -0.33; number 11, O, carries -0.25; number 12, C, carries -0.07; number 13, C, carries 0.05; number 14, C, carries -0.51; number 15, C, carries -0.02; number 16, C, carries -0.07; number 17, C, carries -0.05; number 18, H, carries 0.10; number 19, H, carries 0.10; number 20, H, carries 0.09; number 21, H, carries 0.10; number 22, H, carries 0.11; number 23, H, carries 0.09; number 24, H, carries 0.11; number 25, H, carries 0.09; number 26, H, carries 0.10; number 27, H, carries 0.09; number 28, H, carries 0.11; number 29, H, carries 0.10; number 30, H, carries 0.06; number 31, H, carries 0.10; number 32, H, carries 0.09; number 33, H, carries 0.11; number 34, H, carries 0.11; number 35, H, carries 0.06; number 36, H, carries 0.10; number 37, H, carries 0.10; number 38, S, carries 1.16; number 39, N, carries -0.23; number 40, C, carries -0.19; number 41, C, carries -0.08; number 42, C, carries 0.03; number 43, C, carries 0.01; number 44, C, carries -0.15; number 45, N, carries -0.05; number 46, C, carries -0.11; number 47, C, carries -0.16; number 48, N, carries -0.03; number 49, C, carries -0.06; number 50, C, carries -0.04; number 51, C, carries 0.04; number 52, C, carries -0.11; number 53, C, carries -0.21; number 54, N, carries -0.16; number 55, H, carries 0.14; number 56, H, carries 0.12; number 57, H, carries 0.13; number 58, H, carries 0.12; number 59, H, carries 0.10; number 60, H, carries 0.15; number 61, C, carries -0.04; number 62, C, carries -0.76; number 63, O, carries 0.01; number 64, S, carries 1.08; number 65, C, carries -0.54; number 66, C, carries -0.08; number 67, C, carries -0.04; number 68, C, carries -0.18; number 69, C, carries 0.00; number 70, C, carries -0.06; number 71, C, carries -0.27; number 72, C, carries -0.42; number 73, H, carries 0.11; number 74, H, carries 0.09; number 75, H, carries 0.04; number 76, H, carries 0.14; number 77, H, carries 0.10; number 78, H, carries 0.11; number 79, H, carries 0.11; number 80, C, carries -0.15; number 81, P, carries 0.80; number 82, C, carries -0.18; number 83, C, carries -0.19; number 84, H, carries 0.08; number 85, H, carries 0.07; number 86, H, carries 0.04; number 87, H, carries 0.08; number 88, H, carries 0.09; number 89, H, carries 0.05; number 90, H, carries 0.08; number 91, H, carries 0.04; number 92, H, carries 0.07